1.
Below is a structure of composition C20H17BrOs in a non-equilibrium geometry, with properties calculated with ωB97M-V/def2-TZVPD.

The total energy comes out at -3436.72965 Eh. The orbital gap (spin up / spin down) is 5.54 / 5.66 eV. The multiplicity is 5. The energy relative to the best compared isomer or geometry (same formula, charge and spin) comes out at 27.7 kcal/mol.

Cartesian coordinates (Å):
H 3.3927 -0.5232 0.1694
C -1.8449 0.3402 -1.3777
C 0.4249 0.8285 3.4898
C 1.2429 2.0221 -0.2743
C 2.3041 1.4333 0.4433
H 2.8029 1.8689 1.3062
C 0.9287 1.1656 -1.3883
C 1.8309 0.6593 3.4486
H 3.7809 1.0851 4.2639
C 2.2020 1.9243 5.4822
H 0.3521 1.4720 -2.2629
C -1.4723 1.5290 4.9501
C 0.8299 2.0537 5.6313
C -1.4646 -1.8799 -0.9878
Br 0.8936 -1.7390 1.4216
C -2.2376 -1.3741 0.0759
C -2.4818 0.0038 -0.1657
H -1.8307 2.0284 5.8517
C 1.7511 -0.0071 -1.2739
C 2.6114 0.1616 -0.1473
H -1.8372 1.3116 -1.8393
H 1.7880 -0.8403 -1.9820
H 0.4164 2.5631 6.5034
H -1.1009 -2.8921 -1.1235
H -0.6538 -0.8797 -2.8016
H 2.2485 0.0147 2.6782
C -1.2051 -0.8213 -1.8858
H -2.5754 -1.9443 0.9338
H -3.0352 0.7057 0.4294
H 2.8830 2.3516 6.2151
H 0.7515 2.9719 -0.0587
C -0.0715 1.4957 4.6921
C 2.7049 1.2102 4.3802
C -2.3499 0.8743 4.1075
H -2.5584 -0.3624 2.3777
H -3.4264 0.8445 4.3116
C -1.8412 0.2168 2.9488
Os -0.4490 -0.3259 -0.0591
C -0.5390 0.3439 2.5498

2.
Below is a structure of composition C19H17AsKN6O3Se in a non-equilibrium geometry, with properties calculated with ωB97M-V/def2-TZVPD.

The total energy comes out at -6525.57626 Eh. The orbital gap is 6.32 eV. The multiplicity is 1. As for the total charge: -1. The energy relative to the best compared isomer or geometry (same formula, charge and spin) comes out at 0.0 kcal/mol.

Cartesian coordinates (Å):
Se 17.3323 12.6712 6.1657
H 4.7330 12.9941 6.1320
H 6.0139 14.9307 5.5251
C 18.5723 10.5332 5.6107
O 14.7632 15.4206 8.1962
C 10.0268 13.1163 7.0902
C 10.6968 5.9932 8.1596
H 9.3382 11.2768 4.5224
C 6.5307 14.0817 5.9422
N 16.3964 11.0946 6.1485
N 10.7033 5.2147 9.0112
C 5.8119 12.9899 6.3230
H 12.1874 14.9749 4.4257
C 17.7837 7.8734 5.4637
C 17.2246 10.1490 5.8232
N 8.5041 8.1703 6.4869
H 19.9151 7.4753 5.1735
N 12.7850 8.3085 6.7097
O 13.0303 14.2504 7.7009
C 9.7686 12.2105 4.1879
H 10.2409 12.0012 3.2393
H 10.4046 15.0422 4.0370
H 10.1944 12.2404 7.6758
H 17.5834 6.7749 5.2958
O 14.9730 13.4322 7.3501
N 14.2546 14.3862 7.7319
C 8.5551 13.1350 6.7874
C 7.8276 11.9779 7.1063
K 13.7769 11.1556 7.3660
H 8.3434 11.1857 7.6447
H 20.6003 9.9234 5.2335
C 11.8351 7.6850 6.8406
C 10.6511 6.9657 7.1262
N 18.8260 11.8678 5.6774
H 15.7610 8.5064 5.7508
As 11.1966 12.8912 5.4363
C 11.1697 14.7776 4.8032
C 16.8109 8.7833 5.6589
C 7.8647 14.1812 6.2289
H 9.0343 12.9853 4.0330
H 5.9348 11.0422 7.3561
H 8.4094 15.1048 5.9454
C 6.4553 11.8774 6.9400
C 19.2007 8.2703 5.3515
H 10.4039 14.0529 7.5567
C 9.4755 7.6001 6.6937
C 19.5846 9.5507 5.4004
H 11.0144 15.3363 5.7194

3.
Below is a cluster of 4 separate species, C27H61BBrNO15P3 in total in a non-equilibrium geometry, with properties calculated with ωB97M-V/def2-TZVPD.

The total energy comes out at -5871.40490 Eh. The orbital gap is 8.11 eV. The multiplicity is 1. As for the total charge: +1. The energy relative to the best compared isomer or geometry (same formula, charge and spin) comes out at 0.0 kcal/mol.

Cartesian coordinates (Å):
H -0.4595 -2.6317 -2.6584
H 10.0936 -3.6107 2.3921
C 1.6206 -1.6457 4.2439
H -3.0878 -1.4265 8.0313
O -2.4609 -0.4127 6.3180
H -6.8977 -4.6558 -0.7826
P -1.3066 -1.5021 5.9266
H -6.6930 2.2671 -0.5383
H 6.8288 -5.4900 -1.8763
H 9.9114 -2.3400 1.1693
C -3.0891 -0.4251 7.6007
H 1.0732 8.6230 -3.5519
C -4.2146 5.0135 -3.1379
C -3.9839 -0.1523 -1.0986
O -2.2123 5.3776 -4.4337
C -5.9096 -4.1815 -0.7227
H 1.4289 5.7991 -6.3464
H -1.3539 0.4029 8.6018
C -0.6566 -1.6452 -2.2095
H 2.9701 5.4729 -4.4757
H -3.1691 -0.3721 -3.0675
C -3.0011 -2.6050 -2.2644
C -2.4276 0.5777 8.5238
H -1.9329 -4.6549 3.3701
H -4.8714 5.3234 -3.9531
C 9.4687 -3.2533 1.5717
H -4.7479 4.3005 -2.5186
C 5.2830 -4.4407 -2.9602
H -3.6678 -0.3997 -0.0539
H 1.1278 -2.6237 4.2320
C 3.7903 -2.6869 -0.1447
C -6.2883 1.2526 -0.6759
B -4.7671 1.2664 -1.1562
C -2.9386 4.4086 -3.6903
H -2.8787 -3.9044 4.6708
C -5.3218 -3.5758 -1.7529
H 1.2889 -1.1009 3.3574
H -2.5872 -3.6186 -2.0888
H -5.5308 -3.9273 -2.7751
C 8.0546 -2.9876 2.0467
H -0.3843 -0.7916 -2.8491
H 2.2318 -3.9246 0.6808
O 5.1825 -2.4086 -0.0173
O 6.8330 -3.4737 -1.3614
H -3.1915 3.5950 -4.3759
H -2.8630 0.5315 9.5235
H 3.5529 -2.8723 -1.1977
O 0.7699 -2.5051 -0.4914
H 9.4894 -3.9916 0.7692
H 5.2132 -5.1302 -3.8031
H 7.6392 -3.8504 2.5679
C 0.2407 -1.5879 -0.9212
H 8.0614 -2.1594 2.7587
P -0.9764 6.2184 -3.7554
H -0.9663 8.5175 -2.1625
H -2.5266 -2.3851 2.6908
H 7.4222 -4.3600 -3.0862
C -1.7608 -2.5055 3.4645
C 1.8973 5.4925 -4.2825
C 1.2644 -0.8865 5.5132
H 4.5100 -4.7175 -2.2350
O -0.0939 -0.4769 5.4959
H -2.0816 -1.6569 -0.7087
H -0.7886 -2.4351 2.9645
H -5.3396 -4.2062 0.2230
H 1.4940 -1.4930 6.3931
O -1.9040 -1.4069 4.3509
C -4.3504 -2.4444 -1.4502
H 1.8623 0.0236 5.5837
H 5.0658 -3.4292 -3.3081
H 3.7487 -4.7844 0.4005
C -1.9375 -3.8611 4.1184
N -2.0807 -1.5576 -1.7333
C 1.1689 6.2378 -5.3813
H -4.0406 -2.5480 -0.3755
O -1.3205 6.0298 -2.3044
H 3.2608 -1.7752 0.1432
H 2.6975 -1.8123 4.1825
H -1.8030 9.6088 -3.2587
C -1.0499 8.8206 -3.2094
H 3.6108 -3.6775 1.7664
H -1.1297 -4.0643 4.8302
C -2.7563 -0.2357 -2.0492
H -4.0124 5.9070 -2.5450
O -4.9243 -1.1470 -1.5772
O -0.2557 6.1714 -5.2704
H -2.5531 1.5906 8.1361
H -3.7048 2.9196 -0.9320
C 3.3144 -3.8319 0.7260
H 1.7384 5.9704 -3.3082
H 0.5506 10.2726 -3.1958
O -1.5213 7.7486 -4.0174
H -3.1853 -2.5075 -3.3515
H -6.8446 0.7202 -1.4839
C 6.6582 -4.5061 -2.3207
O -0.8711 -1.9134 7.3015
C 0.2758 9.3550 -3.7179
H -6.3888 0.6089 0.2212
H 1.5346 4.4643 -4.2062
H -4.1340 -0.1452 7.4509
O 6.9667 -4.9486 0.5688
O -4.1966 2.4458 -1.6240
H 1.4820 7.2845 -5.4151
H -2.3237 3.9764 -2.8987
H -2.0672 0.6218 -2.0058
Br 0.3794 0.1830 -0.1018
O 7.2260 -2.5963 0.9527
H 0.2272 9.5559 -4.7890
P 6.2738 -3.6766 0.1774